No. 1
C30H41N5O4 | ωB97M-V/def2-TZVPD

Summary:
charge	0
structure (SMILES)	Cc1ccc(C(C)C)c(OCNC(=O)OCCO)c1.c1cc[nH]c1.c1cc[nH]c1.c1cc[nH]c1.c1cc[nH]c1
Kohn-Sham gap	8.41	eV

XYZ file:
```
80
Properties=species:S:1:pos:R:3:forces:R:3:lowdin_charge:R:1
C 1.534964 4.597664 -0.981975 -0.087 -0.389 0.691 -0.0498
C 0.853165 3.394086 -0.374384 0.097 0.222 -0.318 -0.2725
C -0.149550 3.574329 0.568726 -0.074 -0.842 0.061 -0.0415
C -0.765053 2.464753 1.148843 0.482 0.395 -0.360 -0.0154
C -0.393499 1.156345 0.828142 -0.532 -0.100 0.012 -0.1156
C -1.067805 -0.045372 1.486340 0.689 0.372 0.843 -0.3228
C 0.008346 -1.014544 2.037772 -0.386 -0.082 -0.725 -0.0498
C -1.942870 0.337488 2.679368 -0.167 -0.056 -0.338 -0.0801
C 0.594246 1.002826 -0.142985 0.379 0.238 -0.600 -0.2170
O 0.946306 -0.258868 -0.610034 -0.339 -0.095 0.442 -0.0393
C 2.307696 -0.584171 -0.400955 0.103 0.090 -0.273 -0.2139
N 2.512914 -1.988660 -0.696321 0.111 0.560 0.027 0.1037
C 2.251186 -2.878031 0.372300 0.122 0.434 -0.130 -0.5595
O 1.323105 -3.609798 0.373231 -0.968 -1.021 -0.010 0.1517
O 3.112584 -2.796925 1.409854 0.772 0.149 -0.537 0.0088
C 3.642564 -4.039208 1.866407 -0.034 -0.665 0.849 -0.1395
C 3.710078 -4.035272 3.383522 0.367 -0.013 0.349 -0.2132
O 4.948793 -4.614449 3.790689 0.020 -0.093 -0.216 -0.0642
C 1.208446 2.103497 -0.745863 -0.450 0.034 0.622 0.0338
H 2.250524 4.972369 -0.250694 0.193 0.161 -0.050 0.0739
H 2.073719 4.336380 -1.885047 -0.033 0.111 -0.236 0.0730
H 0.800160 5.379866 -1.142371 0.017 0.164 -0.312 0.0752
H -0.464686 4.565824 0.852373 -0.017 0.174 0.030 0.1086
H -1.542312 2.663607 1.864655 -0.128 -0.159 0.167 0.0960
H -1.685437 -0.569904 0.762761 -0.050 -0.067 -0.222 0.1283
H 0.149578 -1.806078 1.313646 0.164 -0.213 0.099 0.0412
H -0.298732 -1.440826 2.987482 -0.025 -0.100 0.117 0.0787
H 0.958228 -0.509438 2.163048 0.192 0.125 0.211 0.0829
H -2.456562 -0.562316 3.008682 -0.119 -0.044 0.138 0.0747
H -1.330563 0.703302 3.500214 0.086 0.100 0.104 0.0903
H -2.689277 1.089161 2.446188 -0.208 0.034 -0.043 0.0689
H 2.941741 -0.027663 -1.087784 0.071 0.085 -0.151 0.1256
H 2.602245 -0.296403 0.610448 -0.061 -0.067 0.230 0.1339
H 3.462601 -2.103339 -1.026446 0.058 -0.081 0.085 0.1354
H 3.034948 -4.878826 1.544013 -0.247 0.112 -0.279 0.1271
H 4.655646 -4.201075 1.503722 0.101 0.341 -0.220 0.1316
H 3.642499 -3.012949 3.746157 -0.121 0.196 -0.060 0.1227
H 2.898302 -4.616686 3.814031 -0.233 0.021 0.033 0.1192
H 5.273633 -4.152704 4.563934 0.004 0.010 0.122 0.0817
H 1.955640 1.951475 -1.506936 0.105 -0.070 -0.164 0.1173
N -2.252476 -3.672143 1.686066 0.149 0.052 0.011 0.0183
C -2.822424 -3.901331 2.907193 0.000 0.026 -0.027 -0.1480
C -4.173182 -4.038623 2.718251 -0.020 0.039 -0.005 -0.1153
C -4.423836 -3.881519 1.326868 -0.001 -0.001 0.070 -0.1104
C -3.215486 -3.659515 0.720584 -0.037 0.065 -0.127 -0.1371
H -1.271924 -3.527411 1.516906 0.025 -0.075 -0.016 0.1197
H -2.223104 -3.945528 3.800427 -0.009 -0.019 0.011 0.1034
H -4.900522 -4.226705 3.490064 -0.004 -0.006 0.005 0.0865
H -5.378930 -3.926479 0.831130 -0.005 -0.013 -0.001 0.0867
H -2.959934 -3.495102 -0.313431 0.009 -0.050 -0.011 0.0965
N 4.445782 7.365521 -0.552735 0.014 0.008 0.019 -0.0015
C 4.059856 7.693396 0.718476 -0.038 -0.023 -0.031 -0.1502
C 5.166946 7.633800 1.521116 0.012 -0.002 0.006 -0.1129
C 6.265121 7.257200 0.700472 0.002 0.000 0.013 -0.1134
C 5.787890 7.100287 -0.572719 -0.030 -0.019 -0.031 -0.1442
H 3.836689 7.323797 -1.348127 -0.006 0.008 -0.012 0.1387
H 3.035932 7.939642 0.941280 0.000 0.003 0.016 0.1040
H 5.188981 7.837871 2.578227 0.001 0.004 0.005 0.0890
H 7.286966 7.118333 1.010587 0.006 0.002 0.002 0.0887
H 6.285307 6.824160 -1.486363 0.015 -0.003 0.004 0.1037
N -2.685092 -2.883477 -3.429636 -0.024 -0.013 -0.002 0.0106
C -1.400366 -2.947336 -2.967875 0.008 0.092 0.153 -0.1469
C -0.788179 -4.014959 -3.567030 -0.027 -0.023 -0.052 -0.1088
C -1.743829 -4.615550 -4.432504 0.003 0.003 0.003 -0.1147
C -2.903129 -3.893195 -4.325628 -0.021 -0.009 0.024 -0.1440
H -3.362903 -2.197100 -3.150720 0.000 0.086 -0.078 0.1129
H -1.034077 -2.228938 -2.252999 0.074 -0.008 0.002 0.1026
H 0.228745 -4.329512 -3.404155 0.004 0.008 0.017 0.0884
H -1.596436 -5.478577 -5.059784 -0.002 -0.006 -0.007 0.0861
H -3.858538 -4.011119 -4.807131 0.000 -0.016 -0.007 0.1028
N -5.332862 1.986870 -3.370005 0.005 -0.031 0.036 0.0026
C -5.999977 0.795463 -3.442444 0.015 0.044 -0.048 -0.1388
C -5.299709 -0.119569 -2.703362 0.037 -0.077 0.006 -0.1226
C -4.166190 0.548559 -2.163648 0.051 -0.072 0.036 -0.1143
C -4.215595 1.846791 -2.592720 -0.020 0.037 -0.050 -0.1352
H -5.618730 2.835654 -3.820763 -0.008 0.012 0.000 0.1432
H -6.909806 0.701391 -4.009376 -0.004 -0.018 0.001 0.1060
H -5.570972 -1.153537 -2.562101 -0.054 0.014 0.037 0.0880
H -3.403117 0.123991 -1.531336 0.002 0.022 0.029 0.0832
H -3.555654 2.677478 -2.411968 0.024 -0.011 0.013 0.1064
```
Forces are in eV/Å.


No. 2
C30H41NOSeSiV | ωB97M-V/def2-TZVPD

Summary:
charge	0
2S+1	4
Kohn-Sham gap (spin up / spin down)	7.02 / 7.72	eV

XYZ file:
```
76
Properties=species:S:1:pos:R:3:forces:R:3:lowdin_charge:R:1
V -0.079405 0.781065 0.087315 -0.594 0.812 -0.841 0.4871
C -1.734887 1.458037 1.370367 -0.024 0.443 0.010 -0.3035
Si -2.101323 -0.036243 2.310018 0.307 -0.482 0.176 0.5666
C -0.349681 -0.623483 2.794768 0.179 -0.016 -0.291 -0.1984
N 0.538990 -0.511230 1.589637 0.524 -0.502 0.375 -0.3035
C 1.787114 0.298849 1.831218 -0.262 -0.394 -0.081 -0.1971
C 2.915875 -0.566604 2.352129 0.119 -0.034 -0.087 -0.1510
C 3.316720 -1.612118 1.288752 -0.013 -0.017 0.072 -0.1761
C 2.194202 -1.825173 0.268686 -0.015 0.004 -0.010 -0.1767
C 0.841467 -1.841458 0.959420 0.022 0.305 0.328 -0.1668
C -2.882201 -1.347895 1.215624 -0.175 -0.229 -0.140 -0.2538
C -3.820277 -1.006079 0.234902 0.024 -0.092 0.026 -0.1043
C -4.433679 -1.970846 -0.555841 0.079 0.018 0.088 -0.0857
C -4.113152 -3.311392 -0.384095 0.016 0.005 0.023 -0.0930
C -3.193292 -3.681952 0.589088 0.010 0.135 0.016 -0.0857
C -2.594824 -2.707944 1.382477 -0.071 0.015 -0.095 -0.1014
C -3.004550 -0.139483 3.954582 -0.236 0.082 0.265 -0.2338
C -4.215103 -0.827179 4.095322 0.023 0.045 0.131 -0.0901
C -4.834472 -0.957254 5.335286 0.080 0.039 -0.091 -0.0892
C -4.250875 -0.402573 6.465234 0.008 -0.004 -0.008 -0.0978
C -3.052387 0.291226 6.352483 -0.016 -0.018 -0.118 -0.0928
C -2.442866 0.419669 5.110625 -0.102 0.041 0.014 -0.1033
H -1.328139 2.244803 2.023016 -0.034 -0.013 -0.031 0.0064
H -2.601058 1.900763 0.861294 0.048 -0.012 0.001 -0.0033
H -0.278295 -1.624127 3.231877 0.000 0.012 -0.002 0.0852
H 0.014568 0.070393 3.557884 0.024 -0.026 -0.015 0.0795
H 1.540831 1.108572 2.513827 -0.098 0.012 0.062 0.1315
H 2.103115 0.776754 0.878842 -0.115 -0.081 0.289 0.0654
H 2.576962 -1.052432 3.270124 -0.005 -0.019 0.000 0.1156
H 3.761379 0.065893 2.624505 0.033 -0.038 0.001 0.1168
H 3.531286 -2.565403 1.774689 0.041 0.001 0.030 0.1103
H 4.232051 -1.308182 0.779492 -0.013 0.015 -0.023 0.1050
H 2.322606 -2.771058 -0.257254 0.051 -0.012 -0.033 0.1209
H 2.219078 -1.047524 -0.503786 -0.032 0.008 -0.008 0.0997
H 0.835921 -2.620400 1.730587 0.052 0.016 0.054 0.1240
H 0.040214 -2.086762 0.262266 -0.110 0.018 -0.011 0.1124
H -4.085201 0.036500 0.087407 0.009 -0.018 0.017 0.1000
H -5.161775 -1.678322 -1.302961 0.011 -0.004 0.008 0.1012
H -4.586172 -4.066035 -1.000336 0.009 0.004 0.006 0.0992
H -2.947551 -4.727075 0.733836 -0.007 0.013 0.004 0.0998
H -1.894294 -3.021282 2.151782 -0.025 0.024 -0.031 0.0982
H -4.683788 -1.275712 3.225989 0.030 0.000 0.006 0.0955
H -5.771790 -1.494390 5.416918 0.017 0.006 -0.001 0.0998
H -4.728122 -0.509603 7.431836 0.007 0.010 -0.018 0.0990
H -2.596453 0.733822 7.229543 0.001 -0.006 -0.007 0.0991
H -1.515530 0.983138 5.047177 -0.034 -0.041 -0.011 0.0950
C 4.827956 1.353286 -5.767720 -0.028 0.027 0.024 -0.0564
C 3.876281 1.725449 -4.657577 0.068 -0.034 -0.039 -0.2787
C 4.237247 1.608264 -3.325877 -0.059 0.032 0.085 -0.0273
C 3.366113 1.937158 -2.285513 0.023 -0.015 -0.062 -0.2973
C 3.894649 1.800462 -0.881181 0.008 -0.018 0.007 -0.0843
C 2.064458 2.384767 -2.574111 0.024 -0.089 -0.153 -0.5248
Se 0.811212 2.813728 -1.161256 0.279 0.284 -0.112 0.6873
C 1.703662 2.554160 -3.925899 -0.049 0.014 -0.006 -0.3018
C 0.368726 3.105801 -4.374813 0.077 -0.011 0.011 -0.0883
C 2.608157 2.216547 -4.929135 -0.061 0.022 -0.056 -0.0305
H 5.817585 1.115003 -5.376003 -0.033 0.016 0.010 0.0702
H 4.939043 2.168209 -6.486386 -0.017 -0.011 0.034 0.0774
H 4.473392 0.480964 -6.321771 -0.023 0.012 0.026 0.0775
H 5.236962 1.262415 -3.077099 -0.030 0.015 0.006 0.1126
H 4.969082 1.994098 -0.861211 -0.040 -0.007 -0.006 0.0810
H 3.750681 0.783272 -0.501692 -0.023 -0.003 -0.003 0.0561
H 3.394981 2.486201 -0.199691 0.002 0.028 -0.001 0.0379
H -0.178922 3.574621 -3.561608 0.036 0.000 0.029 0.0246
H -0.258636 2.315986 -4.796345 0.014 -0.009 -0.009 0.0688
H 0.517276 3.842193 -5.166633 0.015 -0.004 0.017 0.0795
H 2.305985 2.356022 -5.965331 0.010 -0.003 0.061 0.1204
C -0.118815 -0.521311 -3.031873 0.098 -0.143 -0.035 -0.0643
C -1.376480 0.277158 -2.816755 -0.037 0.079 0.247 -0.2524
O -1.583954 0.416055 -1.395453 0.041 -0.297 0.045 -0.2123
H 0.093967 -0.608075 -4.098942 -0.013 -0.007 0.026 0.0903
H -0.217857 -1.529599 -2.620528 -0.017 0.051 0.000 0.0832
H 0.738425 -0.020274 -2.574279 -0.004 0.034 -0.019 0.0507
H -2.244188 -0.232683 -3.233711 -0.078 -0.039 -0.050 0.1209
H -1.292691 1.268126 -3.251733 0.060 0.100 -0.047 0.0884
H -2.215537 1.119729 -1.196425 0.015 -0.050 -0.076 0.0857
```
Forces are in eV/Å.


Table of electronic energy (eV), in record order: -47413.7570; -134224.8104
Table of energy relative to the best compared isomer or geometry (same formula, charge and spin) (kcal/mol), in record order: 0.0; 13.3